H58O29 | ωB97M-V/def2-TZVPD

Last column: Löwdin charge in e.
Element x y z (Å)
O1 -2.88783 -1.58899 -1.69607  -0.05
H1 -2.71287 -2.19565 -0.91202  0.07
H2 -2.25227 -1.72382 -2.40619  0.05
O2 5.25834 -1.75052 -0.07982  -0.05
H3 5.98609 -2.18055 -0.53796  0.05
H4 4.75773 -1.22704 -0.72413  0.00
O3 -5.09588 0.94074 -3.72127  -0.05
H5 -5.91179 1.52615 -3.69599  0.10
H6 -4.70462 0.95149 -2.88182  -0.06
O4 -0.69312 3.47512 1.60674  -0.06
H7 0.04946 4.09428 1.84677  0.08
H8 -1.10057 4.01840 0.94768  -0.04
O5 -1.54930 -5.86693 0.44055  -0.08
H9 -2.08141 -5.17708 0.92688  0.06
H10 -1.55204 -5.48057 -0.45843  0.05
O6 0.35409 -1.46506 -2.38490  -0.11
H11 0.44540 -0.92278 -1.53227  0.04
H12 0.29505 -0.82260 -3.15835  0.06
O7 0.36307 -4.23557 -2.39495  -0.06
H13 0.49276 -3.26124 -2.39203  0.00
H14 0.94993 -4.46361 -3.10504  0.03
O8 1.09070 -1.32508 4.02354  -0.10
H15 1.87579 -1.83711 4.40307  0.06
H16 1.08386 -1.60651 3.08443  0.01
O9 -2.09250 5.14593 -0.30748  -0.13
H17 -3.01517 5.53312 -0.13811  0.12
H18 -2.32765 4.27265 -0.81350  0.06
O10 -1.89037 0.23271 1.91970  -0.05
H19 -2.41498 1.03049 1.84698  0.02
H20 -2.04089 -0.03617 2.82366  0.01
O11 -3.75681 2.80752 1.49131  -0.07
H21 -4.61332 3.16754 1.69220  0.04
H22 -3.10263 3.49920 1.06580  0.07
O12 2.82101 1.99597 -0.40843  -0.06
H23 2.74890 2.48684 0.36366  -0.03
H24 2.08841 2.43458 -0.96735  0.06
O13 0.00148 0.93856 -4.24720  -0.07
H25 0.58822 0.88809 -5.02255  0.07
H26 -0.90876 1.06321 -4.63418  0.03
O14 3.28809 -4.06630 1.12120  -0.05
H27 3.80094 -3.84374 0.31948  0.06
H28 2.59214 -4.62236 0.78398  -0.02
O15 0.43875 0.33603 -0.12418  -0.06
H29 -0.28475 0.28624 0.54310  0.04
H30 0.79918 1.24562 -0.11969  0.03
O16 0.64851 2.98330 -2.14245  -0.06
H31 0.34685 3.93158 -2.19526  0.03
H32 0.38361 2.62442 -2.96827  0.00
O17 -0.13754 5.56848 -2.04055  -0.07
H33 -0.74022 5.41311 -1.27671  0.00
H34 -0.72148 5.54523 -2.84104  0.09
O18 -2.03432 2.92841 -1.89119  -0.01
H35 -2.54220 2.15223 -1.76147  0.00
H36 -1.14967 2.67680 -1.76504  0.00
O19 -1.80283 -2.67997 0.98952  -0.03
H37 -2.05645 -1.80773 1.19212  -0.02
H38 -0.95140 -2.87310 1.38927  0.03
O20 1.31128 -2.13816 1.42889  -0.04
H39 1.17350 -1.49464 0.71132  0.04
H40 1.98078 -2.80375 1.23938  0.01
O21 3.60863 -0.34369 -1.80056  -0.02
H41 2.77469 -0.76007 -1.78270  0.00
H42 3.56339 0.55497 -1.46227  0.02
O22 -3.81779 0.91758 -1.34700  -0.10
H43 -3.42122 -0.01619 -1.23596  0.06
H44 -3.89813 1.30579 -0.43645  0.07
O23 1.33719 -5.72303 0.04811  -0.05
H45 0.52371 -5.76702 0.55412  0.02
H46 1.03078 -5.51763 -0.84666  0.02
O24 -1.57505 -1.10766 4.20584  -0.05
H47 -0.61547 -1.14147 4.29202  -0.01
H48 -1.93091 -1.98608 4.29495  0.05
O25 0.20034 1.60069 3.77992  -0.02
H49 0.56476 0.73925 3.86872  0.01
H50 -0.29197 1.57488 2.93914  0.02
O26 -2.50106 1.75416 -4.57722  -0.04
H51 -3.36066 1.61036 -4.20167  -0.01
H52 -2.08737 2.30208 -3.89664  0.02
O27 3.36179 -2.90870 4.14232  -0.05
H53 3.39032 -3.81625 3.77521  0.07
H54 4.00028 -2.37277 3.70786  -0.02
O28 1.95856 2.90862 2.22902  -0.12
H55 1.28897 2.30854 2.73568  0.02
H56 2.21408 3.57037 2.92599  0.07
O29 4.96753 -1.07141 2.80821  -0.06
H57 4.78607 -0.11354 2.96644  0.08
H58 5.04029 -1.19919 1.85828  0.00

Summary:
Energy above the lowest of the compared OMol25 structures with the same formula, charge and spin   108.6 kJ/mol
Frontier orbital gap   10.2 eV
E_HOMO   -10.7 eV